No. 1
{"formula": "C5H10O2", "method": "wB97M-V/def2-TZVPD", "total_charge": 0, "smiles": "CC(=O)C(C)(C)O", "de_lowest_ev": 1.712, "lumo_energy_ha": 0.0310, "elements": ["C", "C", "O", "C", "C", "C", "O", "H", "H", "H", "H", "H", "H", "H", "H", "H", "H"], "xyz": [[-0.2481, 1.4546, -1.5063], [-0.4268, 0.9530, -0.1195], [-0.6978, 1.8585, 0.6624], [-0.1615, -0.4118, 0.4973], [-0.3575, -1.5989, -0.4293], [1.2753, -0.3540, 1.0473], [-1.0859, -0.5330, 1.5582], [-0.0390, 2.4435, -1.0096], [-1.2044, 1.6872, -1.9762], [0.3708, 0.8768, -2.2174], [-1.3723, -1.6102, -0.8363], [-0.2077, -2.5181, 0.1465], [0.3615, -1.5880, -1.2552], [1.4709, -1.2673, 1.6172], [1.3805, 0.5064, 1.7166], [2.0222, -0.2651, 0.2492], [-1.1536, 0.3637, 1.9328]], "forces_ev_per_a": [[-0.13, 0.59, 0.27], [-0.33, 0.50, 0.81], [-0.38, -0.84, 0.65], [0.03, -0.16, -0.11], [-0.03, 0.00, -0.07], [0.07, 0.00, 0.02], [0.06, -0.06, 0.30], [1.16, -0.13, -2.39], [-0.25, -0.53, 0.05], [0.09, 0.78, 0.59], [0.11, 0.00, 0.04], [-0.03, 0.14, -0.11], [-0.10, 0.03, 0.12], [-0.03, 0.10, -0.12], [-0.03, -0.15, -0.09], [-0.13, -0.03, 0.08], [-0.07, -0.23, -0.04]], "nbo_charge": [-0.77, 0.59, -0.60, 0.14, -0.62, -0.62, -0.71, 0.29, 0.25, 0.23, 0.22, 0.23, 0.21, 0.23, 0.22, 0.21, 0.49]}

---

No. 2
{"formula": "C32H22F4O4S2", "method": "wB97M-V/def2-TZVPD", "total_charge": 0, "de_lowest_ev": 0.000, "lumo_energy_ha": -0.0122, "elements": ["F", "C", "C", "C", "F", "C", "C", "C", "C", "C", "C", "F", "C", "C", "F", "C", "C", "H", "H", "H", "H", "H", "H", "H", "C", "C", "C", "C", "C", "S", "C", "C", "C", "C", "C", "C", "O", "O", "S", "C", "C", "C", "C", "C", "C", "O", "O", "C", "C", "H", "H", "H", "H", "H", "H", "H", "H", "H", "H", "H", "H", "H", "H", "H"], "xyz": [[5.0585, -0.4488, 2.8532], [4.3896, 0.3299, 1.9190], [4.6778, 1.6743, 1.7986], [3.8817, 2.3962, 0.9213], [4.1511, 3.7308, 0.7930], [2.8409, 1.8242, 0.2107], [2.6140, 0.4524, 0.2855], [1.5524, -0.0503, -0.6631], [1.9754, -1.2535, -1.4683], [1.5109, -1.2873, -2.7790], [1.8201, -2.3361, -3.6105], [1.3567, -2.3422, -4.9020], [2.6476, -3.4013, -3.2602], [3.1664, -3.3251, -1.9614], [4.1020, -4.2662, -1.5468], [2.8611, -2.2786, -1.0761], [3.4010, -0.3216, 1.1529], [5.5372, 2.1054, 2.3420], [2.2384, 2.4444, -0.4222], [1.3732, 0.8640, -1.3813], [0.9449, -0.4762, -3.1931], [2.9936, -4.1992, -3.9341], [3.4148, -2.2360, -0.1332], [3.2457, -1.3847, 1.3199], [-0.3354, -3.2075, 3.0071], [0.2363, -1.9507, 3.2742], [0.3694, -1.0227, 2.2690], [-0.1124, -1.2954, 0.9611], [-0.0159, -0.1450, -0.0348], [-1.3975, -0.3440, -1.2334], [-1.6896, 1.0357, -2.3564], [-3.0229, 1.3984, -2.6203], [-3.2572, 2.4653, -3.4882], [-2.2151, 3.1751, -4.0939], [-0.8966, 2.8131, -3.7875], [-0.6250, 1.7435, -2.9264], [-1.0801, -1.4254, -2.1522], [-2.5788, -0.4399, -0.3378], [-0.7773, 1.3293, 0.9378], [-2.3097, 1.1162, 1.8622], [-3.5775, 1.3439, 1.3196], [-4.7057, 1.2225, 2.1189], [-4.6255, 0.9437, 3.4741], [-3.3511, 0.8887, 4.0392], [-2.1991, 0.9996, 3.2569], [0.2357, 1.7798, 1.8548], [-1.0964, 2.1748, -0.2005], [-0.7412, -2.5240, 0.6997], [-0.8233, -3.4554, 1.7262], [-0.4886, -3.9636, 3.8076], [0.5794, -1.7123, 4.2848], [0.8297, -0.0457, 2.5180], [-3.8336, 0.8133, -2.1341], [-4.2995, 2.7502, -3.6861], [-2.4191, 4.0225, -4.7633], [-0.0488, 3.3559, -4.2088], [0.4177, 1.4756, -2.6996], [-3.6881, 1.6066, 0.2583], [-5.7098, 1.3817, 1.6637], [-5.5437, 0.8421, 4.1146], [-3.2452, 0.7850, 5.1270], [-1.2148, 0.9915, 3.7196], [-1.1578, -2.7257, -0.3103], [-1.3410, -4.4111, 1.4743]], "forces_ev_per_a": [[-0.50, 1.03, -1.14], [-0.53, -1.28, 0.14], [0.72, -0.14, 0.35], [0.16, 0.47, 0.22], [-0.33, -0.91, -0.04], [0.87, 0.24, 0.33], [0.16, 0.15, 0.52], [-1.83, 2.53, -0.52], [0.12, -0.73, -0.64], [0.18, -0.18, -0.33], [0.36, -0.90, -1.12], [0.18, 0.26, 0.95], [0.61, 0.03, 1.01], [0.36, 0.17, 0.13], [-1.21, 1.05, -0.53], [0.15, -0.21, 0.12], [0.18, 0.67, 0.67], [-0.77, -0.12, -0.34], [-0.17, 0.27, -0.20], [0.74, -2.07, 1.18], [-0.25, 0.02, -0.08], [-0.50, 0.56, 0.26], [-0.49, -0.37, -0.72], [-0.05, 0.52, 0.19], [-0.37, 0.12, 0.26], [-0.08, -1.15, 0.45], [0.29, 0.45, -0.53], [-0.13, -0.27, 0.59], [0.12, -0.96, 1.09], [-2.00, -0.92, -0.63], [0.08, 0.79, -0.01], [0.54, -0.64, 0.40], [-0.51, 0.07, -0.19], [0.24, -0.20, 0.46], [0.06, -0.25, 0.03], [-0.28, -0.10, -0.29], [-0.31, 0.23, 0.87], [1.94, -0.19, -1.87], [0.95, 1.70, -1.59], [-0.10, 0.16, 1.16], [0.20, -0.04, -0.79], [-1.18, 0.31, -0.61], [0.00, 0.09, 0.67], [0.07, 0.01, 0.55], [0.00, -0.40, -0.33], [-0.24, 0.12, 0.27], [-0.15, 0.36, 0.96], [0.45, 0.57, -0.36], [-0.60, -1.12, -0.31], [0.28, 0.69, -0.67], [-0.07, -0.08, -0.36], [-0.34, -1.02, -0.35], [0.60, 0.67, -0.47], [0.52, -0.13, 0.03], [0.08, -0.50, 0.37], [-0.32, -0.09, 0.05], [-0.76, 0.33, -0.26], [0.12, -0.24, 0.64], [0.95, -0.16, 0.30], [1.10, 0.11, -0.82], [0.00, -0.01, -0.53], [-0.23, -0.11, -0.09], [0.40, -0.03, 1.05], [0.56, 0.78, 0.47]], "nbo_charge": [-0.33, 0.43, -0.35, 0.42, -0.32, -0.27, 0.01, -0.24, -0.03, -0.20, 0.40, -0.33, -0.33, 0.42, -0.33, -0.28, -0.29, 0.26, 0.23, 0.24, 0.22, 0.26, 0.24, 0.24, -0.22, -0.15, -0.27, -0.11, -0.41, 2.12, -0.24, -0.20, -0.20, -0.20, -0.19, -0.20, -0.93, -0.95, 2.13, -0.21, -0.16, -0.23, -0.18, -0.21, -0.21, -0.94, -0.97, -0.19, -0.21, 0.22, 0.21, 0.26, 0.25, 0.22, 0.23, 0.22, 0.21, 0.25, 0.22, 0.23, 0.22, 0.24, 0.25, 0.22]}

---

No. 3
{"formula": "C9H14O", "method": "wB97M-V/def2-TZVPD", "total_charge": 0, "smiles": "Cc1ccc(O)cc1.CC", "de_lowest_ev": 0.924, "lumo_energy_ha": 0.0300, "elements": ["C", "C", "H", "H", "H", "H", "H", "H", "C", "C", "C", "C", "C", "C", "C", "O", "H", "H", "H", "H", "H", "H", "H", "H"], "xyz": [[1.0100, -2.0894, -0.2492], [1.4133, -2.1472, -1.7273], [0.8422, -0.9947, -0.0881], [0.0708, -2.6405, -0.1272], [1.7539, -2.5169, 0.3936], [1.2044, -3.0852, -2.2829], [2.3960, -1.6353, -1.7581], [0.5621, -1.6955, -2.2593], [1.2210, 2.1452, 1.7651], [-1.1337, 1.3019, -1.0621], [-1.9439, 0.3166, -0.4402], [-0.0630, 1.8751, -0.4015], [0.1791, 1.5121, 0.9213], [-1.6728, -0.1192, 0.8625], [-0.5946, 0.5177, 1.4924], [-2.9270, -0.2267, -1.2028], [-1.4298, 1.5695, -2.0732], [0.6558, 2.5175, -0.9132], [-2.2888, -0.8845, 1.3099], [-3.3054, -0.9777, -0.7397], [0.7666, 3.0116, 2.2833], [2.0464, 2.5561, 1.1695], [-0.3234, 0.0922, 2.4866], [1.5608, 1.5972, 2.6408]], "forces_ev_per_a": [[-0.87, 0.48, -1.14], [-1.35, -0.17, -0.12], [0.15, -1.10, 0.56], [0.06, 0.26, 0.33], [0.39, -0.02, 0.49], [1.63, -0.36, 0.88], [-0.66, -0.56, -1.14], [0.72, 1.40, 0.04], [0.13, 1.67, 0.50], [-0.87, -0.65, 0.05], [0.94, 0.43, 0.24], [0.02, -0.30, 0.08], [-0.04, -0.79, 0.35], [0.54, 1.40, -1.24], [-0.62, -1.43, 1.21], [-0.28, 0.01, -0.25], [0.33, -0.02, 0.06], [-0.48, 0.12, 0.09], [0.16, -0.12, 0.24], [-0.11, -0.06, 0.05], [0.09, 0.03, -0.45], [0.00, -0.30, 0.28], [-0.14, 0.75, -0.68], [0.26, -0.68, -0.44]], "nbo_charge": [-0.61, -0.63, 0.22, 0.19, 0.20, 0.21, 0.21, 0.21, -0.63, -0.27, 0.30, -0.19, -0.06, -0.29, -0.19, -0.67, 0.23, 0.22, 0.21, 0.48, 0.22, 0.22, 0.21, 0.22]}

---

No. 4
{"formula": "C3H4ClF2NO", "method": "wB97M-V/def2-TZVPD", "total_charge": 0, "de_lowest_ev": 2.169, "lumo_energy_ha": 0.0134, "elements": ["C", "C", "C", "N", "O", "F", "F", "Cl", "H", "H", "H", "H"], "xyz": [[2.4440, 0.0081, 0.4140], [-0.8003, -0.3477, 0.2289], [-0.2360, 1.0281, 0.1454], [1.7322, 1.0556, 0.2546], [2.1481, -1.0792, 0.7538], [-0.4521, 1.7202, -0.9530], [-0.5522, 1.8084, 1.1087], [4.1667, 0.4135, 0.0040], [-0.9031, -0.8319, 1.1053], [-0.3871, -1.0388, -0.3644], [-1.8553, -0.3698, -0.0890], [1.9831, 2.0577, 0.2988]], "forces_ev_per_a": [[2.01, -0.16, 0.16], [-2.36, 2.54, -1.52], [3.42, -0.77, -0.05], [-6.19, 3.43, -0.63], [-0.47, -1.83, 0.17], [0.24, -0.65, -0.72], [-0.42, 0.89, 1.97], [0.46, -0.10, 0.10], [0.57, -0.69, 3.72], [2.20, -2.10, -2.58], [0.14, 0.85, -0.31], [0.40, -1.41, -0.33]], "nbo_charge": [0.66, -0.72, 0.95, -0.74, -0.58, -0.30, -0.29, -0.16, 0.26, 0.26, 0.24, 0.42]}

---

No. 5
{"formula": "C6H16O", "method": "wB97M-V/def2-TZVPD", "total_charge": 0, "smiles": "CCCCCC.O", "de_lowest_ev": 1.173, "lumo_energy_ha": 0.0370, "elements": ["C", "C", "C", "C", "C", "C", "H", "H", "H", "H", "H", "H", "H", "H", "H", "H", "H", "H", "H", "H", "H", "H", "O"], "xyz": [[2.0770, -0.2139, 3.0537], [2.2737, -0.3571, 1.5285], [1.0375, 0.1482, 0.7083], [1.1864, 0.2245, -0.8329], [-0.2163, 0.1589, -1.4708], [-0.2625, -1.1047, -2.4405], [1.1481, -0.7807, 3.2385], [2.8626, -0.5290, 3.7273], [1.9732, 0.8435, 3.2102], [3.1655, 0.2985, 1.3983], [2.4660, -1.4137, 1.3561], [0.1854, -0.5289, 0.7564], [0.8323, 1.1216, 1.1323], [1.8400, -0.5855, -1.1871], [1.7459, 1.1027, -1.2294], [-1.0707, -0.0116, -0.8365], [-0.3337, 1.0828, -2.0452], [-0.0861, -0.8873, -3.5022], [-1.1218, -1.7454, -2.3362], [0.6173, -1.6868, -2.1589], [-6.9948, 2.3508, -0.4211], [-6.7982, 0.8204, -0.6827], [-6.5268, 1.6926, -0.9661]], "forces_ev_per_a": [[-1.47, -0.35, -0.99], [0.47, 0.51, 0.61], [1.66, -0.39, -0.23], [0.51, 0.60, 0.45], [0.75, -1.15, -2.39], [1.22, 0.75, 0.10], [0.25, 0.52, 0.73], [0.36, -0.48, -0.31], [-0.59, 0.53, 0.54], [-0.39, -0.75, -0.99], [0.39, 0.05, -0.59], [0.02, 0.01, 1.07], [-0.70, 0.29, -0.04], [-0.44, -0.17, 0.24], [-0.50, -0.14, 0.69], [0.09, 0.53, 0.83], [-0.52, -0.21, 0.09], [-0.34, 0.21, 0.23], [-0.49, 0.03, 0.02], [-0.27, -0.39, -0.07], [0.23, -0.68, -0.28], [-0.22, -0.07, 0.24], [-0.02, 0.76, 0.04]], "nbo_charge": [-0.60, -0.39, -0.40, -0.39, -0.41, -0.61, 0.20, 0.21, 0.19, 0.19, 0.19, 0.20, 0.20, 0.19, 0.20, 0.21, 0.21, 0.21, 0.20, 0.20, 0.47, 0.47, -0.94]}

---

No. 6
{"formula": "C2H4BrNS", "method": "wB97M-V/def2-TZVPD", "total_charge": 0, "smiles": "CSC#N.Br", "de_lowest_ev": 0.089, "lumo_energy_ha": 0.0105, "elements": ["C", "C", "N", "S", "Br", "H", "H", "H", "H"], "xyz": [[0.9597, 0.1497, 1.0314], [-1.1237, 1.1488, -0.1972], [1.2681, -0.9456, 1.1951], [0.1484, 1.6448, 1.0041], [1.2838, -2.9137, -1.4534], [-1.3258, 1.8902, -0.9463], [-2.0459, 0.9043, 0.2378], [-0.7714, 0.2413, -0.6434], [1.6066, -2.1198, -0.2280]], "forces_ev_per_a": [[-0.92, 0.44, 0.64], [0.62, -0.20, -0.35], [0.66, -0.21, -0.18], [0.21, 0.09, -0.29], [0.30, 0.59, 0.86], [0.40, 0.52, -0.28], [-1.16, -0.18, 1.14], [0.23, -0.31, -0.57], [-0.33, -0.73, -0.98]], "nbo_charge": [0.09, -0.72, -0.36, 0.32, -0.29, 0.24, 0.23, 0.25, 0.24]}

---

| no. | calculated total energy (Ha) | orbital gap (eV) |
| --- | --- | --- |
| 1 | -346.962522 | 10.787 |
| 2 | -2729.284961 | 8.918 |
| 3 | -426.538828 | 9.111 |
| 4 | -906.581990 | 10.642 |
| 5 | -313.400449 | 11.735 |
| 6 | -3105.532953 | 10.518 |